A cluster of 2 separate species, C6H12OS2 in total. Source: OMol25; level of theory: wB97M-V/def2-TZVPD.

Summary:
highest occupied orbital energy (spin up / spin down) = -7.89 / -7.95 eV
ΔE to the lowest compared entry with this formula, charge and spin = 138.0 kcal/mol
max |F| = 3.77 eV Å⁻¹

XYZ file:
```
21
Properties=species:S:1:pos:R:3:forces:R:3
S -4.173 -0.265 0.323 -0.4626 0.1689 -0.1222
S -1.597 1.257 0.439 -0.1728 2.0548 -1.3560
O -4.094 -1.709 0.608 0.0526 -0.3977 0.0897
C 1.079 -0.958 -1.342 1.1678 0.1898 -3.1146
C -1.815 2.922 -0.573 3.4879 -1.4407 0.0430
C -0.457 -1.664 0.450 -0.6328 -1.8837 -0.6176
C 1.376 -0.061 0.864 -0.9135 0.5538 2.8506
C -0.350 0.741 -0.454 0.2587 -0.0085 -0.4143
C 0.333 -0.518 -0.137 -1.4243 0.3702 0.2107
H 0.314 -2.473 0.447 -0.6657 0.2512 1.0527
H 2.169 0.370 0.265 0.5539 0.0687 0.8675
H -0.927 3.560 -0.167 -1.9120 -0.9646 -0.9203
H -2.761 3.287 -0.367 -1.7875 1.1000 0.4343
H 1.768 -1.823 -1.216 0.0680 0.8706 0.4715
H -0.947 -1.436 1.423 0.6247 -0.3652 -0.4967
H 0.442 -1.364 -2.162 -0.1370 0.5609 0.5747
H 1.578 -0.005 -1.800 -0.4809 -1.9870 0.7627
H 1.528 -0.989 1.428 1.2996 0.1061 -0.3623
H -1.670 2.665 -1.682 -0.1593 0.2722 1.9091
H 0.989 0.597 1.776 0.6845 -0.7399 -2.3452
H -1.228 -2.164 -0.216 0.5507 1.2200 0.4824
```
Positions in Å, forces in eV/Å.